# 1
H10O5Rb as an isolated structure, computed with ωB97M-V/def2-TZVPD.

## Properties
**HOMO-LUMO gap**: 10.9 eV
**Total energy**: -406.114617 Ha
**HOMO energy**: -14.26 eV
**Total charge**: +1

Structure (XYZ):
```
16
Properties=species:S:1:pos:R:3:lowdin_charge:R:1
H 28.15 -24.18 -19.20 0.061
O 23.00 -26.86 -16.97 -0.130
O 26.45 -25.95 -15.31 -0.128
H 27.13 -26.02 -14.64 0.054
H 25.07 -21.19 -18.97 0.080
H 25.92 -22.19 -16.83 -0.059
O 25.97 -22.25 -15.87 -0.070
Rb 25.05 -24.92 -17.61 1.136
H 22.26 -27.16 -16.44 0.056
H 28.31 -23.84 -17.74 0.057
H 26.91 -22.34 -15.69 0.036
H 25.80 -22.52 -19.10 0.014
H 22.66 -26.85 -17.87 0.032
O 25.32 -21.97 -18.47 -0.077
O 27.68 -23.81 -18.46 -0.100
H 25.74 -26.50 -14.99 0.037
```

# 2
C11H33O6V as an isolated structure, computed with ωB97M-V/def2-TZVPD.

## Properties
**HOMO-LUMO gap (alpha / beta)**: 6.1 / 2.0 eV
**Multiplicity**: 5
**Total energy**: -1833.448078 Ha
**HOMO energy (alpha / beta)**: -14.28 / -14.26 eV
**<S²>**: 6.03
**Total charge**: +2

Structure (XYZ):
```
51
Properties=species:S:1:pos:R:3:lowdin_charge:R:1
C -24.36 -14.99 20.78 -0.165
H -23.29 -13.56 12.43 0.085
C -23.94 -13.92 19.72 0.003
H -24.89 -14.54 21.62 0.160
H -25.62 -13.46 13.71 0.135
H -28.56 -12.85 17.97 0.025
H -30.85 -16.67 14.62 0.079
C -24.70 -11.90 12.98 -0.259
H -27.82 -16.81 14.90 0.082
H -24.56 -18.02 15.65 0.105
H -31.91 -12.43 18.79 0.085
H -23.35 -13.11 20.15 0.096
C -23.41 -17.03 17.29 -0.085
H -32.23 -14.12 18.28 0.076
V -26.05 -11.26 15.62 1.340
O -28.85 -17.91 13.42 -0.070
H -22.64 -11.94 12.45 0.086
H -23.26 -14.28 18.95 0.081
H -26.01 -14.80 17.35 0.063
H -31.49 -13.85 19.78 0.082
H -29.81 -15.45 14.02 0.079
H -28.80 -18.12 15.41 0.114
H -22.72 -18.88 14.72 0.097
H -24.80 -13.47 19.24 0.084
H -24.73 -10.85 13.25 0.108
C -30.25 -13.62 17.90 -0.291
H -25.12 -11.96 11.98 0.134
H -30.42 -13.27 16.88 0.128
C -31.52 -13.45 18.77 -0.061
C -26.86 -14.34 16.85 -0.221
H -22.88 -12.94 13.96 0.078
C -28.77 -17.30 14.69 -0.324
H -25.05 -15.75 20.39 0.133
H -29.65 -18.43 13.43 0.090
O -23.21 -15.58 21.32 0.222
C -23.65 -18.15 16.24 -0.322
H -29.89 -14.65 17.90 0.104
H -23.09 -16.45 20.93 0.153
H -23.61 -16.06 16.86 0.051
O -22.66 -18.09 15.26 -0.068
O -25.51 -12.53 13.91 -0.167
H -27.77 -14.73 17.30 0.063
C -29.87 -16.23 14.78 -0.078
H -29.84 -15.82 15.79 0.043
H -22.42 -17.07 17.74 0.076
H -26.88 -14.76 15.84 0.064
C -23.28 -12.63 13.00 -0.027
O -29.32 -12.77 18.55 -0.016
O -26.83 -12.94 16.79 -0.419
H -24.17 -17.10 18.07 0.051
H -23.70 -19.13 16.72 0.115
```

# 3
A 2-piece molecular cluster, C18H34BN3O2P overall, computed with ωB97M-V/def2-TZVPD.

## Properties
**HOMO-LUMO gap**: 9.1 eV
**Total energy**: -1387.058914 Ha
**HOMO energy**: -11.69 eV
**Total charge**: +1

Structure (XYZ):
```
59
Properties=species:S:1:pos:R:3:lowdin_charge:R:1
P 0.34 -2.66 -1.29 1.082
B -2.23 -1.28 -0.91 -0.548
C 2.01 -3.27 0.76 -0.127
H 1.47 -3.10 -3.41 0.045
H -0.11 2.30 2.13 0.071
H -5.44 -0.66 -1.19 0.077
H 1.52 -4.47 -2.33 0.051
H 0.00 0.48 -0.18 0.121
H -3.91 -2.16 -2.01 0.097
H 1.88 -0.27 -1.86 0.107
C 3.55 2.62 0.16 -0.125
H -1.60 0.86 -3.61 0.125
H -0.29 3.07 3.71 0.096
H 2.64 -3.10 -2.10 0.052
C 0.27 2.32 3.15 -0.047
H 2.90 0.62 -0.24 0.089
C 2.62 1.67 -0.25 -0.018
C -0.98 1.65 -1.67 -0.129
H -1.62 2.01 -0.87 0.130
H 1.86 5.36 -0.09 0.111
C 2.07 4.30 -0.15 -0.124
C -4.69 -0.89 -0.44 -0.080
C 1.63 -3.39 -2.37 -0.243
H 2.01 -1.28 -0.07 0.062
C 0.29 1.03 -1.08 -0.251
C 0.55 0.79 5.11 -0.027
H 1.32 2.61 3.12 0.094
H 4.54 2.30 0.46 0.110
C -3.65 -1.94 -0.98 -0.122
C -1.77 0.67 -2.55 -0.111
C 1.06 3.44 -0.60 -0.013
C 1.28 -2.06 0.14 -0.396
H -3.70 -2.85 -0.38 0.110
O -1.64 -1.01 0.30 0.094
C -1.50 -0.82 -2.26 -0.193
C 1.33 2.06 -0.66 -0.168
H 2.94 -3.47 0.23 0.070
H -1.95 -1.39 -3.07 0.144
H -0.73 2.51 -2.29 0.119
H -2.85 0.80 -2.41 0.127
N 0.11 1.01 3.74 -0.185
H 0.20 -1.43 -3.26 0.131
H -2.10 -1.51 0.99 0.133
C -0.42 -0.02 3.06 -0.364
H 0.95 1.72 5.51 0.090
H -5.17 -1.23 0.47 0.078
C 0.88 0.07 -2.10 -0.099
H 1.31 0.01 5.15 0.094
H 0.57 -1.66 0.86 0.056
N 3.29 3.92 0.21 0.072
H 2.28 -3.02 1.78 0.085
H 0.96 0.59 -3.06 0.155
H -0.71 0.23 2.03 0.105
H -4.21 0.06 -0.18 0.066
H -0.29 0.47 5.73 0.097
N -0.01 -1.13 -2.31 -0.169
H 1.40 -4.17 0.77 0.077
H 0.10 3.85 -0.87 0.105
O -0.58 -1.15 3.52 0.012
```

# 4
C16H28BCl2LiN3O3PS2 as an isolated structure, computed with ωB97M-V/def2-TZVPD.

## Properties
**HOMO-LUMO gap**: 3.5 eV
**Total energy**: -3106.391072 Ha
**HOMO energy**: -6.42 eV
**Total charge**: 0

Structure (XYZ):
```
57
Properties=species:S:1:pos:R:3:lowdin_charge:R:1
C 0.24 -1.78 0.20 -0.254
H -4.60 2.37 -0.68 0.131
C 1.45 1.76 -0.06 -0.305
C 1.85 -0.89 3.24 -0.188
Li -4.14 -0.30 2.64 0.698
C 5.23 -1.51 -1.51 -0.116
H -2.06 -2.73 -0.39 0.102
H -1.23 0.08 0.48 0.062
C -2.41 -1.90 0.36 -0.454
H -8.13 -0.81 -0.76 0.116
S -3.49 -0.71 -0.61 0.886
B 2.93 -2.11 -0.73 -0.533
H -0.16 5.81 1.51 0.058
C 1.61 4.30 1.01 -0.548
H 3.14 -0.06 0.22 0.044
H 5.36 -2.22 -0.57 0.096
N -6.84 2.63 -1.58 -0.009
Cl 3.48 4.11 1.15 0.506
H -2.98 -2.38 1.26 0.060
C -1.06 -1.03 0.83 -0.267
H -9.04 1.84 -2.12 0.109
H 2.56 1.94 -0.44 0.135
C 2.49 -1.60 1.90 -0.337
H 1.94 -1.69 4.12 0.064
H 4.35 -3.48 -3.01 0.093
C 0.75 3.19 0.43 -0.458
P 1.87 -0.79 0.24 0.531
H 0.40 -2.79 0.80 0.104
H 3.66 -1.45 1.94 0.096
O 2.97 -3.55 -0.42 -0.019
H 2.50 0.04 3.60 0.084
H 0.71 -0.63 3.15 0.039
C -5.67 1.91 -0.88 -0.050
N 3.77 -1.60 -1.93 -0.190
H 2.13 -3.92 -0.84 0.108
O 1.27 0.67 0.96 -0.338
C 1.01 5.73 1.57 -0.151
H 3.74 -2.01 -4.15 0.095
C -5.22 -0.57 0.16 -0.944
H -1.11 -1.03 2.02 0.098
O 1.39 -0.33 -1.40 -0.394
H 0.93 1.65 -2.45 0.131
H 5.48 -0.41 -1.19 0.093
C 3.60 -2.57 -3.11 -0.132
H 2.27 -2.75 1.96 0.074
H 5.89 -1.87 -2.42 0.090
H 2.51 -3.05 -3.12 0.092
S -5.76 -1.55 1.47 0.523
C -7.98 1.63 -1.62 -0.089
C 0.80 1.05 -1.44 -0.168
C -7.55 0.20 -0.93 -0.022
H 1.30 5.78 2.71 0.084
H -0.01 -2.06 -0.92 0.107
N -6.13 0.48 -0.52 -0.205
Cl -1.10 3.41 0.27 0.488
H 1.44 6.66 0.98 0.091
H -0.36 0.90 -1.35 0.083
```